{"formula": "C25H30NO3", "method": "the ωB97M-V functional and the def2-TZVPD basis", "elements": ["C", "C", "C", "C", "N", "C", "C", "O", "C", "C", "C", "C", "C", "C", "C", "C", "C", "C", "C", "O", "C", "C", "C", "C", "C", "C", "C", "C", "O", "H", "H", "H", "H", "H", "H", "H", "H", "H", "H", "H", "H", "H", "H", "H", "H", "H", "H", "H", "H", "H", "H", "H", "H", "H", "H", "H", "H", "H", "H"], "positions_angstrom": [[-1.852, 0.876, 1.572], [-0.493, 0.195, 1.327], [-0.416, -1.208, 2.059], [0.559, 1.105, 1.668], [1.777, 0.726, 2.117], [2.576, 1.800, 2.706], [3.823, 1.227, 3.337], [4.493, 0.321, 2.470], [3.725, -0.757, 2.026], [2.453, -0.306, 1.320], [-0.373, -0.198, -0.328], [-0.547, 1.026, -1.209], [-1.859, 1.538, -1.616], [-1.994, 2.821, -2.074], [-0.881, 3.630, -2.295], [0.411, 3.056, -2.294], [0.578, 1.760, -1.830], [1.376, 4.083, -2.775], [0.496, 5.349, -3.034], [-0.873, 4.915, -2.736], [-1.206, -1.407, -0.742], [-2.570, -1.309, -0.415], [-3.372, -2.487, -0.301], [-2.767, -3.741, -0.677], [-1.488, -3.826, -1.240], [-0.685, -2.662, -1.310], [-1.206, -5.241, -1.529], [-2.428, -6.022, -0.946], [-3.350, -4.960, -0.471], [-2.636, 0.133, 1.718], [-1.833, 1.445, 2.530], [-2.095, 1.564, 0.760], [-1.382, -1.408, 2.522], [-0.187, -2.017, 1.365], [0.250, -1.219, 2.932], [0.452, 2.182, 1.567], [2.857, 2.494, 1.927], [1.999, 2.321, 3.470], [4.577, 1.996, 3.602], [3.522, 0.703, 4.266], [4.382, -1.319, 1.332], [3.428, -1.375, 2.902], [1.802, -1.172, 1.204], [2.666, 0.120, 0.342], [0.694, -0.421, -0.350], [-2.745, 0.853, -1.561], [-3.000, 3.302, -2.001], [1.634, 1.384, -1.728], [1.807, 3.741, -3.716], [2.183, 4.272, -2.058], [0.752, 6.170, -2.306], [0.529, 5.632, -4.128], [-3.069, -0.366, -0.231], [-4.355, -2.474, 0.106], [0.317, -2.728, -1.804], [-1.116, -5.404, -2.602], [-0.264, -5.507, -1.040], [-2.114, -6.611, -0.038], [-2.957, -6.598, -1.759]], "lowdin_charge": [-0.03, -0.38, 0.00, 0.07, -0.01, -0.10, -0.16, -0.12, -0.17, -0.09, -0.15, -0.14, -0.04, -0.01, -0.23, -0.18, 0.04, -0.10, -0.09, -0.03, -0.18, -0.06, 0.06, -0.21, -0.18, 0.06, -0.11, -0.08, -0.03, 0.08, 0.11, 0.08, 0.09, 0.08, 0.09, 0.17, 0.14, 0.14, 0.15, 0.14, 0.15, 0.14, 0.12, 0.14, 0.10, 0.12, 0.14, 0.12, 0.12, 0.12, 0.14, 0.14, 0.08, 0.10, 0.13, 0.12, 0.12, 0.14, 0.14], "de_lowest_kcal_mol": 35.14, "gap_ev": 5.62, "smiles": "CC(C)(C=[N+]1CCOCC1)C(c1ccc2c(c1)CCO2)c1ccc2c(c1)CCO2", "total_charge": 1}